Computed, not measured: 3 unconnected molecules or ions with the total composition C29H54BrClN3O4, with ωB97M-V/def2-TZVPD.

Structure (ORCA input):
```
! RIJCOSX wB97M-V def2-TZVPD def2/J DEFGRID3
* xyz -1 3
C 1.42095 -4.77446 1.08808
C 2.46360 -4.06570 1.55734
C 3.56927 -3.47278 0.68057
N 3.34783 -2.22583 -0.01377
C 3.13445 -0.98816 0.72752
C 3.77809 0.16338 -0.10228
C 2.91723 0.95284 -1.08732
C 2.01607 2.03807 -0.47177
Cl 2.02893 -0.09095 -2.24526
C 3.78999 -1.05905 2.11066
C 3.80308 0.25705 2.89378
C 2.98286 0.22734 4.19697
Br 5.65687 0.80742 3.34540
C 1.58528 -0.79211 0.94463
O 0.81700 -1.55978 0.35310
O 1.24056 0.14259 1.70266
H 1.11165 -5.66526 1.62726
H 0.83433 -4.44597 0.23554
H 2.51195 -3.87845 2.63074
H 3.70231 -4.22365 -0.09953
H 4.50584 -3.48982 1.23995
H 2.72775 -2.30413 -0.80105
H 4.54994 -0.32191 -0.70185
H 4.29839 0.90375 0.50688
H 3.62219 1.50035 -1.71076
H 2.33455 3.01537 -0.84595
H 0.97814 1.92267 -0.76926
H 2.10965 2.06294 0.60813
H 3.35905 -1.82634 2.75023
H 4.82896 -1.36325 1.95199
H 3.40037 1.06467 2.30154
H 2.39188 -0.68405 4.25588
H 2.27708 1.04973 4.17914
H 3.63906 0.27961 5.06153
C -1.27745 2.35795 2.62256
C -1.47425 2.61821 4.13424
C -2.96738 2.66025 4.46619
C -3.66627 3.93488 3.99600
C -2.92949 5.17428 4.50000
C -1.44138 5.17251 4.14852
N -0.79329 3.88792 4.54372
O -0.57562 3.88881 5.81938
C -1.26474 5.43262 2.64161
C -0.75391 6.34373 4.84149
C -0.84685 1.42632 4.84422
H -1.19260 1.29301 2.41354
H -2.11151 2.72555 2.02201
H -0.35851 2.80871 2.25079
H -3.09957 2.57176 5.55020
H -3.45095 1.78730 4.02335
H -3.74078 3.95247 2.90557
H -4.69281 3.94620 4.37006
H -3.39287 6.07530 4.09003
H -3.04435 5.23402 5.58739
H -0.21849 5.32975 2.35218
H -1.57797 6.45094 2.40632
H -1.85691 4.77451 2.01197
H -0.90537 6.33030 5.91913
H -1.16519 7.27981 4.46234
H 0.31933 6.33865 4.64626
H 0.22285 1.37713 4.65821
H -1.29647 0.50935 4.46709
H -1.00931 1.45565 5.92164
C -1.28224 -0.88264 -4.55879
C -1.45165 -2.35665 -4.12276
C -0.14780 -3.12259 -4.35095
C 0.13816 -3.42499 -5.82081
C -1.05761 -4.11372 -6.47650
C -2.36712 -3.34492 -6.29469
N -2.59313 -2.98881 -4.86213
O -3.02120 -4.02825 -4.22250
C -2.35121 -2.08329 -7.17654
C -3.52766 -4.18468 -6.81671
C -1.73716 -2.31902 -2.62385
H -0.94461 -0.27624 -3.71974
H -0.54085 -0.75009 -5.34712
H -2.22527 -0.45297 -4.89868
H -0.18603 -4.06846 -3.80160
H 0.67698 -2.55067 -3.92116
H 0.39301 -2.50852 -6.36046
H 1.01464 -4.07219 -5.89361
H -0.86881 -4.25086 -7.54445
H -1.16434 -5.11611 -6.04953
H -3.22940 -1.46573 -6.98315
H -2.37103 -2.37081 -8.22859
H -1.46599 -1.46765 -7.04280
H -3.57459 -5.16159 -6.33988
H -3.40375 -4.34636 -7.88798
H -4.48107 -3.67886 -6.65605
H -2.67996 -1.80956 -2.41654
H -0.93813 -1.78277 -2.11047
H -1.78520 -3.31499 -2.18870
*
```

Properties
Total energy ... -4636.71428 Eh

---

Computed, not measured: 3 unconnected molecules or ions with the total composition C29H54N2O9P, with ωB97M-V/def2-TZVPD.

Structure (ORCA input):
```
! RIJCOSX wB97M-V def2-TZVPD def2/J DEFGRID3
* xyz 1 1
C 5.47762 3.71619 -1.01425
C 4.69984 3.09015 0.18532
C 3.13912 3.14218 -0.11620
C 2.37851 4.11685 0.84978
N 2.53066 1.78440 -0.12162
C 1.96108 1.29539 -1.24836
C 1.86863 2.09462 -2.55502
C 0.63698 1.73554 -3.43802
C -0.70064 2.14680 -2.72859
C -1.31578 3.38236 -3.47240
C -0.55229 4.69723 -3.21367
C -0.84804 5.28506 -1.80520
C -0.44394 6.77515 -1.65131
C -0.15880 7.11266 -0.15338
O 0.80419 8.17270 0.01208
C 0.31516 9.29655 -0.65399
C 1.22327 9.92752 -1.71331
O -0.77393 9.74508 -0.40239
C 1.42628 0.00508 -1.28618
C 1.44680 -0.82302 -0.15821
C 0.85310 -2.21217 -0.24484
O -0.23645 -2.21731 -1.15855
C -0.92569 -3.46833 -1.04183
C 2.02072 -0.27105 1.01067
C 2.53310 0.99709 1.00296
P 3.20382 1.46763 2.70167
N 3.11734 0.24616 3.68555
H 4.91656 4.57071 -1.43638
H 6.43218 4.09692 -0.62835
H 5.58364 2.98646 -1.83042
H 4.84654 3.75978 1.04708
H 4.98810 2.05074 0.38707
H 3.08114 3.62908 -1.09108
H 1.38091 3.67401 1.03782
H 2.85916 4.18555 1.83682
H 2.28226 5.12455 0.42754
H 1.83427 3.18127 -2.40908
H 2.76983 1.83144 -3.14584
H 0.72498 2.38809 -4.32687
H 0.64898 0.70671 -3.82212
H -0.41668 2.52330 -1.72604
H -1.44086 1.33963 -2.65800
H -1.24551 3.17266 -4.55751
H -2.38675 3.48880 -3.23994
H -0.87938 5.45966 -3.94799
H 0.54238 4.61381 -3.35167
H -1.92780 5.16313 -1.61704
H -0.29031 4.69154 -1.05159
H 0.42189 7.03317 -2.28583
H -1.32535 7.37275 -1.94854
H 0.29854 6.20270 0.27297
H -1.09157 7.31251 0.39436
H 0.61611 10.06358 -2.61922
H 1.61351 10.89460 -1.35784
H 2.08506 9.26272 -1.88384
H 0.99004 -0.42923 -2.18372
H 0.43216 -2.46415 0.74986
H 1.60402 -2.95946 -0.56303
H -1.37103 -3.75016 -2.00610
H -1.71737 -3.44106 -0.27212
H -0.21332 -4.26278 -0.74783
H 2.06230 -0.89262 1.91364
H 2.46388 2.55906 3.20290
H 4.57369 1.80708 2.55972
H 4.05157 0.00199 4.00594
C -5.75888 -8.38965 0.17718
C -4.44835 -7.66927 0.41829
O -4.38501 -6.45252 -0.33824
C -5.07126 -5.42360 0.16717
O -5.71538 -5.42692 1.18454
O -4.93459 -4.39073 -0.66894
C -5.69362 -3.23751 -0.29825
H -5.91908 -8.54343 -0.89118
H -5.76241 -9.35734 0.67918
H -6.60220 -7.80688 0.54791
H -3.62249 -8.29348 0.07950
H -4.28757 -7.47132 1.47812
H -5.49180 -2.94539 0.73115
H -6.75670 -3.42895 -0.43900
H -5.39349 -2.42598 -0.95724
C 1.10776 -8.96118 4.31276
C 1.52521 -7.55619 3.93191
O 0.59710 -6.96820 3.00673
C -0.53207 -6.50573 3.54616
O -0.82387 -6.52716 4.71148
O -1.29583 -6.02606 2.55753
C -2.58160 -5.57010 2.98567
H 0.95636 -9.57021 3.41991
H 1.86814 -9.43072 4.93707
H 0.16651 -8.95638 4.86241
H 2.48752 -7.58541 3.42202
H 1.64257 -6.92093 4.81060
H -2.49730 -4.85403 3.80146
H -3.19715 -6.41792 3.28320
H -3.05899 -5.07590 2.14251
*
```

Properties
Total energy ... -2265.13360 Eh

---

Max |F|? In order: 2.179, 2.139 eV Å⁻¹.